{"formula": "C14H11FeNO5", "method": "ωB97M-V with the def2-TZVPD basis set", "total_charge": 0, "multiplicity": 5, "e_above_lowest_kj_mol": 0.0, "e_lumo_ev": [-0.16, -2.71], "orbital_gap_ha": [0.2339, 0.2236], "species": ["C", "C", "C", "O", "N", "C", "O", "H", "H", "H", "H", "O", "C", "Fe", "C", "O", "C", "O", "C", "C", "C", "C", "C", "C", "C", "H", "H", "H", "H", "H", "H", "H"], "xyz": [[-0.539709, -3.579240, 1.677082], [-2.035483, -3.485676, 1.515336], [-2.281516, -2.107243, 0.889093], [-3.381115, -1.629868, 0.668485], [-1.043526, -1.509841, 0.645718], [0.008835, -2.222029, 1.209333], [1.170323, -1.882186, 1.353804], [-0.254369, -3.765847, 2.717195], [-0.118951, -4.379646, 1.055512], [-2.420140, -4.284034, 0.867642], [-2.533479, -3.563344, 2.488786], [2.548011, 1.811098, -3.575134], [1.756923, 1.673671, -2.736846], [0.746646, 1.239522, -1.368008], [-0.339531, 0.446606, -2.522815], [-0.907422, -0.261531, -3.252242], [1.640167, -0.338259, -1.287849], [2.146946, -1.314514, -1.667478], [-0.435737, 0.911660, 0.355724], [0.490235, 1.164311, 1.384150], [1.622294, 1.888860, 1.144744], [1.858847, 2.471768, -0.130398], [0.912236, 3.259126, -0.853351], [-0.476406, 3.118502, -0.783257], [-1.051934, 1.877370, -0.450471], [-0.965339, -0.236580, 0.459972], [0.365032, 0.655853, 2.354283], [2.427525, 1.898556, 1.895291], [2.917420, 2.581929, -0.417360], [1.320283, 4.044116, -1.494041], [-1.109915, 3.869666, -1.274652], [-2.037164, 1.647233, -0.868236]], "atomic_forces_ev_per_a": [[0.4, -0.1, -0.1], [-0.3, -0.2, -0.1], [-1.3, 0.1, 0.1], [1.4, -0.2, 0.1], [-0.4, 0.1, 0.3], [0.9, -0.4, 0.6], [-1.2, 0.2, -0.4], [0.2, 0.1, -0.3], [0.1, 0.3, 0.2], [-0.2, 0.4, 0.1], [-0.2, 0.2, -0.4], [-1.5, -0.2, 1.2], [3.6, 1.2, -3.5], [-0.5, -1.0, -0.5], [-3.3, -2.8, -2.8], [1.2, 1.4, 1.2], [2.2, -3.9, -1.1], [-1.2, 2.3, 1.2], [-1.4, 1.6, 1.3], [0.1, -0.5, 1.2], [0.4, -0.3, 0.1], [1.8, 2.3, 1.0], [1.0, 0.1, 0.5], [-1.3, 1.5, 0.1], [-0.5, -0.4, 0.3], [0.0, -1.5, -0.1], [0.2, 0.1, -0.6], [-0.4, -0.1, -0.4], [-0.6, 0.4, 0.3], [-0.1, -0.3, 0.1], [0.4, -0.5, 0.1], [0.2, 0.0, 0.2]]}



{"formula": "C14H12Br6N2O4", "method": "ωB97M-V with the def2-TZVPD basis set", "total_charge": 0, "e_above_lowest_kj_mol": 187.6, "e_lumo_ev": -0.73, "orbital_gap_ha": 0.3270, "species": ["C", "Br", "Br", "Br", "H", "C", "Br", "Br", "Br", "H", "C", "C", "C", "C", "C", "C", "N", "O", "O", "H", "H", "H", "H", "H", "C", "C", "C", "C", "C", "C", "N", "O", "O", "H", "H", "H", "H", "H"], "xyz": [[-6.623081, 2.810383, -1.164929], [-5.441892, 1.746338, -2.412287], [-5.429491, 3.662341, 0.133537], [-7.870392, 1.611075, -0.137738], [-7.044316, 3.526971, -1.870025], [-2.343811, 1.596720, -0.278825], [-0.684798, 1.289668, -1.163024], [-2.037307, 2.318279, 1.545626], [-3.361901, -0.057124, -0.382409], [-2.971917, 2.344045, -0.763679], [-0.906790, -3.877975, 0.804906], [-1.178216, -2.693590, 0.108950], [-0.400903, -2.431934, -1.101824], [0.746626, -3.174160, -1.409348], [1.099728, -4.254677, -0.489579], [0.252963, -4.590859, 0.579238], [1.691001, -2.888764, -2.551360], [2.729048, -3.507164, -2.709340], [1.369491, -1.996312, -3.302143], [-1.543153, -4.033763, 1.663492], [-1.972995, -2.015766, 0.383340], [-0.585432, -1.503291, -1.621415], [2.014868, -4.796786, -0.676800], [0.657162, -5.496220, 1.007429], [2.466438, 2.855146, 2.780456], [1.560005, 1.894577, 2.350089], [1.865148, 1.028847, 1.190305], [2.988654, 1.377207, 0.439562], [3.815563, 2.505928, 0.806869], [3.523988, 3.154083, 1.949749], [3.369374, 0.658405, -0.851453], [2.732845, -0.362055, -1.262289], [4.282975, 1.121158, -1.534247], [2.445328, 3.441118, 3.687435], [0.560820, 1.874438, 2.759517], [1.338834, 0.122018, 0.931338], [4.722054, 2.779695, 0.287524], [4.163484, 3.961997, 2.273354]], "atomic_forces_ev_per_a": [[1.2, -1.4, 0.2], [-1.1, 0.6, 0.5], [-0.6, 0.0, -0.5], [0.8, 1.1, -1.2], [-0.5, -0.1, 0.8], [-0.3, 0.0, 0.5], [0.1, 0.4, -0.2], [-0.4, -0.5, -0.8], [0.0, 0.5, 0.6], [0.4, -0.1, -0.1], [-0.4, 1.7, 0.8], [1.9, -1.3, -2.5], [0.2, 0.5, 1.5], [0.2, -2.1, 2.5], [-1.1, 1.9, -1.6], [1.7, -0.4, -2.2], [-0.1, 0.6, -0.3], [-0.6, -0.5, 1.1], [-0.8, 0.3, 0.0], [0.0, -0.6, 0.1], [0.1, -0.3, 0.0], [-0.2, -0.2, -0.4], [0.0, -0.1, 0.0], [-0.9, 0.0, 1.1], [-0.7, -0.6, -0.8], [0.3, -1.0, -1.5], [1.1, 1.9, 1.0], [0.7, 0.9, 0.0], [-0.6, -2.1, -1.3], [0.9, 0.9, 1.0], [-0.4, -1.7, -1.9], [0.9, 2.6, 2.1], [-1.0, -0.1, 1.5], [-0.9, -0.1, 0.1], [0.2, -0.7, 0.5], [-0.5, 0.3, 0.0], [-0.3, -0.2, -0.5], [0.3, 0.1, -0.1]]}



{"formula": "C14H12BrCl2F3N3O4RhS", "method": "ωB97M-V with the def2-TZVPD basis set", "total_charge": 2, "e_above_lowest_kj_mol": 0.0, "e_lumo_ev": [-9.46, -9.43], "orbital_gap_ha": [0.2085, 0.2096], "species": ["Rh", "O", "C", "C", "C", "N", "C", "Br", "C", "H", "H", "H", "H", "N", "C", "N", "C", "C", "C", "C", "C", "C", "H", "H", "H", "H", "H", "H", "F", "C", "F", "F", "S", "O", "O", "O", "Cl", "C", "Cl", "H", "H"], "xyz": [[-0.464330, 0.106671, -0.499025], [-0.986275, 4.783107, 3.161276], [-0.803870, 3.843011, 2.256732], [-1.255957, 3.930708, 0.930846], [-1.027223, 2.884658, 0.083891], [-0.343804, 1.788326, 0.474605], [0.077513, 1.706368, 1.755543], [0.954971, 0.107233, 2.153674], [-0.118326, 2.693670, 2.674754], [-1.459520, 5.554690, 2.817893], [-1.787299, 4.801526, 0.571361], [-1.380160, 2.905686, -0.937447], [0.233814, 2.601719, 3.692130], [3.321888, -0.292962, -2.016986], [2.206897, 0.391975, -1.773036], [1.383225, -0.305121, -1.007860], [2.005907, -1.535497, -0.732133], [1.593787, -2.632429, 0.023617], [2.465557, -3.698208, 0.087130], [3.708109, -3.683327, -0.575013], [4.119798, -2.599390, -1.315653], [3.237854, -1.525129, -1.375806], [4.101673, 0.050229, -2.557368], [2.022345, 1.386727, -2.146205], [0.641047, -2.658873, 0.538002], [2.190973, -4.569336, 0.666075], [4.354566, -4.546573, -0.498951], [5.075899, -2.586613, -1.820640], [-2.770307, 0.417977, 2.735305], [-3.577190, -0.468413, 2.145611], [-3.623433, -1.573402, 2.850812], [-4.776314, 0.052066, 1.995761], [-2.862974, -0.864216, 0.491327], [-2.532791, 0.456924, -0.151867], [-3.741364, -1.719347, -0.216653], [-1.508305, -1.398499, 0.826312], [-0.982092, -1.929546, -2.119171], [-1.862200, -0.818446, -3.185145], [-1.295972, 0.848450, -2.814942], [-2.924028, -0.875755, -2.971562], [-1.612092, -1.030640, -4.217193]], "atomic_forces_ev_per_a": [[-2.4, -0.1, -1.9], [0.0, 0.0, -0.1], [0.0, 0.0, 0.1], [0.0, 0.1, 0.0], [0.1, 0.0, 0.0], [0.2, 0.3, 0.7], [0.1, 0.0, -0.2], [0.1, 0.0, 0.4], [0.0, 0.1, -0.1], [0.0, 0.0, 0.0], [0.0, 0.0, 0.0], [-0.1, 0.0, 0.0], [0.0, 0.0, 0.0], [0.1, 0.0, 0.0], [0.0, 0.0, 0.1], [0.7, -0.3, 0.2], [0.0, 0.3, 0.0], [-0.1, 0.0, 0.0], [0.1, 0.0, 0.0], [-0.1, -0.1, 0.1], [0.0, 0.1, 0.0], [0.1, 0.0, -0.1], [0.0, 0.0, 0.0], [0.0, 0.0, 0.0], [0.0, 0.0, 0.0], [0.0, 0.0, 0.0], [0.0, 0.0, 0.0], [0.0, 0.0, 0.0], [0.0, 0.0, 0.0], [-0.1, 0.2, 0.0], [0.0, -0.1, 0.0], [0.0, 0.0, 0.0], [0.7, -0.4, 0.4], [0.1, -0.3, -0.1], [-0.1, 0.2, 0.0], [0.0, -0.1, 0.3], [0.0, 0.1, 0.0], [0.0, -0.1, 0.1], [0.5, 0.2, 0.2], [0.0, 0.0, 0.1], [0.0, 0.0, 0.0]]}



{"formula": "C14H12BrN5O2STl", "method": "ωB97M-V with the def2-TZVPD basis set", "total_charge": 1, "e_lumo_ev": -5.51, "orbital_gap_ha": 0.2233, "species": ["Tl", "C", "C", "N", "N", "C", "N", "S", "C", "C", "C", "C", "C", "N", "H", "H", "H", "H", "H", "H", "H", "H", "H", "Br", "C", "C", "N", "C", "C", "C", "C", "O", "O", "H", "H", "H"], "xyz": [[0.827021, 0.554577, -1.418016], [2.781557, 0.342201, 2.705118], [2.331192, 0.229629, 1.284186], [1.389938, 0.930861, 0.797269], [0.561600, 1.734932, 1.432245], [-0.071964, 2.667074, 0.758990], [-0.966633, 3.378904, 1.447151], [0.163561, 3.047991, -0.920104], [3.006475, -0.731209, 0.333971], [3.967108, -1.600832, 0.815266], [4.616586, -2.470044, -0.051562], [4.303610, -2.454460, -1.398226], [3.320346, -1.591933, -1.824922], [2.681208, -0.760115, -0.986515], [2.343833, 1.228244, 3.154497], [3.867925, 0.408037, 2.766036], [2.454615, -0.528657, 3.279264], [-1.091298, 3.197521, 2.429851], [-1.483982, 4.117455, 1.004249], [4.205130, -1.608787, 1.868634], [5.365998, -3.149896, 0.331178], [4.800310, -3.104637, -2.104242], [3.026972, -1.556290, -2.866391], [-6.307732, -0.091884, 1.614162], [-5.327826, -0.167075, 0.007794], [-5.993170, -0.229960, -1.209914], [-5.346433, -0.304365, -2.372417], [-4.016875, -0.298824, -2.363822], [-3.282057, -0.198411, -1.185473], [-3.951978, -0.142713, 0.027587], [-1.800005, -0.096185, -1.221759], [-1.228377, -0.068921, -2.365784], [-1.160362, -0.004713, -0.151480], [-7.075658, -0.226861, -1.254896], [-3.509339, -0.373047, -3.317444], [-3.401308, -0.077622, 0.955526]], "atomic_forces_ev_per_a": [[-1.4, 0.8, 0.9], [0.0, -0.2, 0.0], [0.2, -0.1, 0.1], [-0.1, -0.3, -1.6], [0.4, 0.1, 1.4], [0.2, -0.5, -0.1], [0.0, 0.2, -0.2], [0.2, -0.4, -0.7], [-0.3, 0.3, -0.1], [0.2, -0.2, 0.0], [0.0, 0.1, 0.2], [0.1, -0.1, 0.0], [-0.3, 0.3, 0.0], [-0.1, 0.1, 0.3], [0.0, 0.0, 0.0], [0.0, 0.0, 0.0], [0.0, 0.0, 0.0], [0.0, 0.0, 0.0], [0.0, 0.0, 0.0], [0.0, 0.0, 0.0], [0.0, 0.0, 0.0], [0.0, 0.0, 0.0], [0.0, 0.0, 0.0], [0.0, 0.0, 0.0], [-0.1, 0.0, 0.0], [0.2, -0.1, -0.3], [0.0, 0.0, 0.0], [-0.2, 0.0, 0.2], [0.1, 0.0, -0.3], [0.1, 0.0, 0.1], [-0.5, -0.1, 0.2], [1.2, 0.1, 0.1], [0.4, -0.1, -0.4], [0.0, 0.0, 0.0], [-0.1, 0.0, 0.0], [0.0, 0.0, 0.0]]}